No. 1
Below is C28H22BCl3N9O4PSiW as an isolated structure, with properties calculated with ωB97M-V/def2-TZVPD.

Values from the calculation:
HOMO level in Ha: -0.2882

XYZ file:
```
70
Properties=species:S:1:pos:R:3:forces:R:3:nbo_charge:R:1
W -0.318564 -0.142023 -0.050357 -0.4428 0.2873 0.4976 1.089
O 2.160170 -0.467491 1.267042 0.0604 -0.0505 0.0370 -0.528
C 1.552996 0.527116 0.951801 -0.0822 0.0819 -0.0866 0.355
C 1.895959 1.853338 1.554776 0.1106 -0.1215 -0.0222 -0.063
C 3.218057 2.150688 1.880085 -0.0449 0.0297 -0.0123 -0.172
C 3.499522 3.340806 2.521153 0.0034 0.0224 0.0031 -0.192
C 2.468903 4.216968 2.861153 0.0144 -0.0019 0.0015 -0.185
C 1.156127 3.909533 2.553265 -0.0062 -0.0189 -0.0293 -0.191
C 0.867902 2.721943 1.881948 -0.0031 0.0500 0.0810 -0.363
P -0.780805 2.183643 1.349874 0.0882 -0.1001 -0.2521 0.991
C -1.927331 2.489391 2.706252 -0.0172 0.0521 0.0315 -0.291
C -2.301690 3.780257 3.085716 0.0052 0.0122 0.0235 -0.207
C -3.128216 3.968024 4.180162 0.0003 -0.0017 -0.0071 -0.215
C -3.586911 2.871873 4.900378 -0.0063 -0.0146 0.0079 -0.181
C -3.224465 1.588613 4.523231 -0.0037 0.0124 -0.0020 -0.192
C -2.397251 1.395298 3.426465 -0.0229 -0.0275 -0.0180 -0.193
C -1.132067 3.353094 0.018797 -0.0689 -0.0083 -0.0140 -0.327
C -0.022393 3.472533 -0.995977 0.0380 -0.0630 0.0383 -0.119
C -0.365247 4.189722 -2.307587 0.0564 -0.0549 -0.0579 -0.106
C -1.680393 4.894557 -2.356696 -0.0435 0.0313 -0.0238 -0.124
C -2.566815 4.781189 -1.372037 0.0355 -0.0416 0.0536 -0.236
C -2.313484 3.939433 -0.192831 0.0195 0.0689 -0.0330 -0.169
H 3.997347 1.448590 1.616822 0.0020 -0.0098 -0.0024 0.241
H 4.522297 3.593387 2.767771 0.0023 -0.0013 0.0010 0.224
H 2.696381 5.143321 3.372295 0.0068 0.0004 0.0028 0.222
H 0.362048 4.588767 2.834145 -0.0111 -0.0015 0.0032 0.220
H -1.958286 4.637737 2.520788 0.0097 -0.0076 0.0036 0.217
H -3.418676 4.969556 4.468873 -0.0032 0.0001 0.0048 0.221
H -4.238059 3.020900 5.751743 -0.0002 0.0021 0.0018 0.221
H -3.596802 0.732886 5.069978 -0.0050 0.0013 0.0051 0.223
H -2.152011 0.392048 3.104555 0.0070 -0.0041 -0.0058 0.236
H 0.911905 3.784077 -0.526766 -0.0208 0.0295 0.0072 0.229
H 0.434785 4.836266 -2.665446 -0.0025 0.0078 0.0253 0.223
H -1.892684 5.509231 -3.221717 -0.0010 -0.0204 -0.0148 0.222
H -3.513509 5.302454 -1.424631 -0.0055 -0.0010 0.0032 0.223
H -3.121125 3.814471 0.519391 0.0025 -0.0067 -0.0061 0.229
N -2.911232 0.693687 -2.295114 -0.0148 -0.0612 -0.0272 -0.590
C -1.771363 1.446564 -2.391631 0.0179 -0.0047 0.0333 0.537
N -1.566512 2.341386 -3.274620 0.0821 0.0321 0.0342 -0.347
N -0.265281 2.870008 -3.055687 -0.1350 -0.0079 0.0407 -0.099
N 0.224185 2.210742 -1.784466 -0.0169 0.0847 -0.0618 -0.133
N -0.719515 1.202928 -1.510645 0.0579 -0.1066 -0.0222 -0.532
C -3.315709 0.231257 -1.056970 -0.0268 0.0602 -0.1019 0.485
N -4.557265 -0.004640 -0.706183 0.0567 0.2063 0.2080 -0.357
N -4.457640 -0.423048 0.580193 -0.0454 -0.3712 -0.2214 -0.060
N -3.239584 -0.476413 0.957726 0.0786 0.3258 0.1094 -0.124
N -2.461643 -0.026710 -0.070457 -0.0481 -0.2301 -0.1180 -0.482
H -3.646368 0.927819 -2.944261 -0.0236 0.0079 0.0228 0.435
Cl 2.883221 -1.982395 -1.338985 -0.0098 0.0072 -0.0263 -0.367
Si 1.774962 -0.267435 -1.637840 0.0730 -0.0643 0.0057 1.152
Cl 3.247798 1.205265 -1.460544 0.0639 0.0145 -0.0052 -0.399
Cl 1.288986 -0.180173 -3.633680 -0.0208 0.0320 -0.0477 -0.364
C -0.642480 -2.180229 2.418694 -0.1707 0.0265 -0.2377 -0.242
O -0.492835 -1.298973 1.328305 0.3352 -0.0405 0.1196 -0.604
H -1.672369 -2.534289 2.438782 0.0160 -0.0150 0.0357 0.216
H -0.411256 -1.628848 3.330077 0.0023 -0.0406 0.0170 0.198
H 0.057698 -3.003625 2.288847 -0.0255 -0.0207 0.0440 0.208
O 0.044922 -2.678499 -2.278172 -0.1623 -0.0956 0.0537 -0.662
B -0.765372 -1.895170 -1.468543 0.1561 0.1412 -0.1226 0.824
O -2.086475 -2.341700 -1.549955 0.0607 -0.0441 -0.0142 -0.686
C -2.077097 -3.388907 -2.442370 -0.1332 0.0626 0.0840 0.280
C -3.133218 -4.156546 -2.876462 0.0310 -0.0307 -0.0335 -0.262
C -2.826947 -5.153914 -3.800563 -0.0149 0.0088 0.0129 -0.215
C -1.524863 -5.354538 -4.251417 0.0308 0.0061 -0.0018 -0.218
C -0.466416 -4.568811 -3.798860 -0.0626 -0.0147 0.0041 -0.228
C -0.786247 -3.589296 -2.886841 0.1827 0.0042 -0.0211 0.207
H -4.138550 -3.986745 -2.517300 -0.0054 0.0017 -0.0045 0.233
H -3.619719 -5.785760 -4.178002 -0.0036 -0.0003 0.0017 0.216
H -1.329648 -6.137994 -4.971345 -0.0013 -0.0026 -0.0009 0.216
H 0.548967 -4.710758 -4.140423 0.0048 -0.0034 -0.0041 0.231
```
Positions in Å, forces in eV/Å.

***

No. 2
Below is C28H22Cl2IrN2O3P as an isolated structure, with properties calculated with ωB97M-V/def2-TZVPD.

Values from the calculation:
Expectation value of S²: 0.78
Spin multiplicity: 2
Total charge: +3
HOMO level (spin up / spin down) in Ha: -0.6396 / -0.6394

XYZ file:
```
59
Properties=species:S:1:pos:R:3:forces:R:3:nbo_charge:R:1
Ir -0.140639 1.857022 -0.816940 0.6388 -3.3840 0.6447 0.889
O 0.260135 4.300345 -0.380925 0.0895 0.9476 -0.0324 -0.563
N 0.213059 3.280632 0.600128 -0.8038 0.9414 -1.5063 -0.250
C -0.518534 3.612933 1.607770 0.1717 0.1866 0.2089 0.217
C -0.876417 2.681784 2.621254 -0.3506 0.0378 0.1245 -0.087
C -1.397603 3.237706 3.794622 0.0794 0.1185 -0.1842 -0.100
C -1.690869 2.428513 4.875939 -0.0733 -0.0966 0.2671 -0.175
C -1.481778 1.067336 4.772796 0.1053 -0.2937 -0.0398 -0.106
C -0.988584 0.495835 3.584784 -0.1230 -0.1417 0.5731 -0.167
C -0.693633 1.286625 2.504435 -0.1036 0.1728 -0.5404 -0.381
P -0.095921 0.402207 1.020652 -0.0546 0.7558 -0.3166 1.409
C -1.164471 -0.962214 0.678003 -0.1923 -0.0447 -0.2027 -0.502
C -2.518752 -0.888439 1.022822 0.0728 0.0042 0.0608 -0.115
C -3.374281 -1.908478 0.642183 -0.0465 -0.0776 -0.0887 -0.211
C -2.887820 -2.983332 -0.094986 -0.0426 -0.0507 0.0137 -0.128
C -1.543477 -3.047960 -0.455383 -0.0648 -0.0475 -0.0050 -0.186
C -0.681177 -2.030942 -0.092652 -0.0469 0.0041 0.2023 -0.192
C 1.562932 -0.123647 1.403987 0.1315 0.0767 -0.3196 -0.501
C 2.611212 0.802195 1.314643 0.0632 -0.0754 0.0669 -0.100
C 3.897035 0.421204 1.662450 -0.0986 0.1474 0.0175 -0.211
C 4.138101 -0.870518 2.113600 -0.0657 -0.0500 0.0614 -0.131
C 3.100921 -1.791510 2.196821 -0.0670 -0.0726 0.0825 -0.191
C 1.807366 -1.425981 1.850069 0.1083 -0.0567 0.0482 -0.175
H 1.179497 4.595889 -0.480051 0.1335 -0.0358 0.1343 0.513
H -0.830654 4.655318 1.688697 0.2600 -0.0467 0.0848 0.263
H -1.555246 4.311474 3.859642 0.0666 -0.1375 -0.0290 0.250
H -2.070985 2.860114 5.795170 0.0015 -0.0631 -0.0982 0.268
H -1.709286 0.422707 5.615169 0.0333 0.0285 -0.0888 0.261
H -0.843742 -0.576338 3.529536 -0.0751 -0.0224 0.0854 0.243
H -2.899296 -0.052230 1.602883 0.0495 -0.1034 -0.0504 0.225
H -4.418729 -1.871710 0.927811 0.0549 -0.0180 -0.0283 0.252
H -3.560986 -3.782035 -0.387297 0.0655 0.0579 0.0465 0.255
H -1.171020 -3.902946 -1.006787 -0.0471 0.0488 -0.0041 0.243
H 0.367642 -2.078012 -0.373320 -0.0936 -0.0297 0.0777 0.221
H 2.425779 1.816095 0.980643 0.0357 -0.0396 0.0041 0.206
H 4.711268 1.132217 1.592739 -0.0660 -0.0165 0.0361 0.249
H 5.133174 -1.151355 2.432526 0.0181 -0.0382 -0.1020 0.253
H 3.295225 -2.798918 2.546924 -0.0230 0.0948 0.0184 0.252
H 1.001855 -2.141940 1.959749 0.0502 0.0135 -0.0505 0.235
Cl -2.573650 2.478159 -1.169169 1.3712 0.4194 1.0080 0.053
C -3.834004 1.486779 -2.073542 -0.7946 0.7409 -0.1972 -0.349
Cl -4.455783 2.442553 -3.365466 0.0306 0.0454 -0.0092 0.128
H -4.600296 1.284291 -1.346636 -0.1213 0.0370 0.3640 0.252
H -3.372818 0.620462 -2.429575 0.8888 -1.2882 -0.4398 0.245
O 1.997575 1.074373 -1.536209 -0.3792 1.6147 1.3050 -0.536
C 1.380073 0.292707 -2.242596 -1.1993 -1.4059 -1.1238 0.590
N 0.018257 0.286002 -2.173552 -0.0242 0.2711 -0.5726 -0.579
C -0.549102 -0.738915 -3.005201 1.2875 0.4053 0.1166 0.653
O -1.679169 -1.042289 -3.150658 -1.0413 0.1888 0.1939 -0.462
C 0.627550 -1.376366 -3.691893 0.8132 0.6515 0.5750 0.006
C 0.648269 -2.366796 -4.632662 -0.0203 -0.0461 -0.0239 -0.211
C 1.905934 -2.701302 -5.118318 0.9461 0.2914 0.1454 0.018
C 3.134424 -2.038024 -4.638795 -0.7613 -0.5439 -0.4227 -0.006
C 3.097294 -1.043064 -3.676701 0.0328 -0.0560 -0.0546 -0.238
C 1.846609 -0.724021 -3.213563 -0.9494 -0.0791 -0.0450 0.091
H -0.255300 -2.856031 -4.982751 0.0969 0.0883 0.0179 0.288
H 1.989826 -3.471153 -5.881295 0.1556 0.0973 0.0976 0.271
H 4.088772 -2.339340 -5.054446 -0.0938 -0.0970 -0.0908 0.271
H 3.994238 -0.547673 -3.327077 -0.0293 -0.0293 -0.0156 0.282
```
Positions in Å, forces in eV/Å.

***

No. 3
Below is C28H22Cl6N2OS3Tl as an isolated structure, with properties calculated with ωB97M-V/def2-TZVPD.

Values from the calculation:
Total charge: -1
HOMO level in Ha: -0.1468

XYZ file:
```
63
Properties=species:S:1:pos:R:3:forces:R:3:nbo_charge:R:1
Tl -1.415948 -0.429890 -0.215917 -0.4001 -0.4567 -0.5983 0.640
Cl 1.214252 -5.793690 2.983083 0.2767 -0.2228 0.1076 -0.051
C -0.019148 -4.684090 2.460083 0.1118 0.2893 0.0879 -0.143
C -1.135548 -5.193290 1.782083 -0.1649 0.1181 -0.0635 -0.193
C -2.122448 -4.348890 1.364183 -0.0570 -0.1905 -0.0767 -0.294
C -2.052848 -2.934590 1.570883 0.2623 0.1739 0.3473 0.430
O -2.909548 -2.145090 1.075483 -0.2115 0.1895 -0.0655 -0.768
C -0.925948 -2.462690 2.345483 -0.3128 -0.4895 -0.3008 -0.294
C -0.852548 -1.080390 2.696983 -0.2773 0.3890 0.6995 0.162
N 0.247752 -0.557290 3.122883 0.0450 -1.0513 -0.3757 -0.521
C 0.526752 0.741310 3.353083 0.3216 0.7113 0.3419 0.165
C 1.612052 1.010510 4.189083 -0.4583 -0.2811 -0.2364 -0.229
C 2.043452 2.302110 4.451483 -0.0706 0.6065 0.0133 -0.195
C 1.407052 3.384010 3.891383 0.2835 -0.0127 0.2369 -0.241
C 0.308052 3.183610 3.041583 -0.0650 -0.2399 -0.1468 -0.105
C -0.408948 4.259210 2.473883 -0.1972 -0.0632 -0.1545 -0.148
C -1.497648 4.003010 1.683883 0.2262 0.3232 0.2022 -0.286
C -1.837048 2.667710 1.429483 -0.0020 -0.4195 0.1735 0.038
N -1.167748 1.646410 1.905183 -0.4943 0.1397 0.0189 -0.443
C -0.133348 1.860310 2.734083 0.4722 0.4961 0.4072 0.177
C 0.088052 -3.350590 2.739883 -0.0641 -0.2021 -0.0653 -0.106
H -1.205948 -6.256790 1.600483 0.0118 -0.0641 -0.0281 0.213
H -2.984848 -4.728290 0.832783 -0.0262 0.0059 -0.0647 0.214
H -1.802648 -0.531890 2.687383 0.2488 -0.0439 -0.2176 0.207
H 2.109252 0.164210 4.637783 0.0440 -0.1036 -0.0193 0.220
H 2.882252 2.458110 5.117283 0.0529 0.0041 0.0031 0.205
H 1.727152 4.395310 4.100783 0.0508 0.0747 0.0389 0.198
H -0.085648 5.273310 2.683283 -0.0297 -0.0026 -0.0074 0.206
H -2.081348 4.797210 1.242083 -0.0517 0.0790 -0.0112 0.217
H -2.693148 2.425610 0.814983 -0.0259 0.0090 -0.0819 0.207
H 0.928652 -2.951390 3.286783 0.1064 -0.0211 0.0294 0.228
C 0.902452 3.241910 -0.960017 0.2198 -0.5392 -0.1808 -0.543
C -0.216148 3.773610 -1.841617 -0.5250 -0.2337 0.0523 -0.540
S -1.760248 2.798910 -1.685517 0.1687 0.0941 -0.4133 0.209
C -2.182948 2.346310 -3.407217 0.2077 0.3161 0.3944 -0.527
C -1.124448 1.664210 -4.255017 0.2507 -0.6265 0.1672 -0.544
S -0.565048 0.059410 -3.542017 -0.0057 0.3922 -0.1944 0.245
C 1.255452 0.199710 -3.591017 -0.5092 0.0161 -0.1330 -0.536
C 1.866452 1.385310 -2.869917 -0.1061 -0.0121 0.6407 -0.537
S 1.307352 1.469610 -1.121117 0.1569 0.5645 -0.2879 0.241
H 1.815352 3.819210 -1.129617 -0.0786 0.0898 0.0991 0.214
H 0.621652 3.328910 0.088683 0.0705 0.1059 0.0523 0.240
H -0.437748 4.799010 -1.539517 0.0527 0.0360 -0.1298 0.220
H 0.053352 3.770810 -2.894417 0.1192 0.1144 -0.0637 0.209
H -3.021948 1.663810 -3.264117 -0.1103 0.0917 -0.0597 0.235
H -2.534748 3.251910 -3.908417 -0.0921 -0.1573 -0.1049 0.210
H -1.565348 1.452910 -5.232517 0.0997 0.1045 -0.0074 0.221
H -0.251148 2.294010 -4.404217 0.0158 0.1006 -0.0702 0.205
H 1.565752 -0.725590 -3.107317 0.0657 -0.1307 -0.0397 0.249
H 1.579952 0.179210 -4.634317 0.0892 -0.0433 0.0751 0.214
H 2.953952 1.279610 -2.867617 -0.0527 0.0648 -0.1051 0.225
H 1.611552 2.328110 -3.349517 0.0379 0.0369 -0.0650 0.201
Cl 1.568952 -1.401190 0.436183 0.5956 -0.0452 0.2886 0.023
C 1.124152 -2.625290 -0.714617 -0.6335 0.0183 -0.3084 -0.126
C -0.119448 -2.469190 -1.319117 0.4298 -0.3180 0.1015 -0.360
C -0.440348 -3.459590 -2.237817 0.2836 0.4723 0.4090 -0.123
Cl -1.969848 -3.327590 -3.035717 -0.5794 -0.0693 -0.2879 0.002
C 0.398952 -4.519190 -2.563517 0.0064 0.0457 0.0335 -0.098
Cl -0.044648 -5.687190 -3.754817 -0.0625 -0.1216 -0.1092 0.013
C 1.627252 -4.624790 -1.920417 0.0441 0.0127 0.0114 -0.096
Cl 2.707952 -5.907790 -2.316717 0.0657 -0.1353 -0.0133 0.021
C 1.994252 -3.673990 -0.973017 0.1270 -0.0274 -0.0022 -0.093
Cl 3.516852 -3.808190 -0.165917 0.0430 0.0386 0.0570 0.019
```
Positions in Å, forces in eV/Å.